Density functional theory data (wB97M-V/def2-TZVPD) for a cluster of 12 separate species, C72H168O36 in total.

Last columns: bonded neighbours and bond lengths (Å).
Positions of all 276 atoms, in Å:
1 C -2.76638 1.01225 2.20655  O2 1.417, H10 1.089, H11 1.087, H12 1.104
2 O -3.52976 2.20197 2.30114  C1 1.417, C3 1.445
3 C -3.24808 3.02560 1.14794  O2 1.445, C4 1.517, H13 1.108, H14 1.084
4 C -1.79398 3.44097 1.03281  C3 1.517, O5 1.423, H15 1.106, H16 1.110
5 O -1.32278 4.00627 2.25072  C4 1.423, C6 1.407
6 C -0.02512 4.49974 2.02091  O5 1.407, C7 1.515, H17 1.086, H18 1.103
7 C 0.56650 4.84116 3.37335  C6 1.515, O8 1.445, H19 1.103, H20 1.109
8 O -0.01273 6.08809 3.81900  C7 1.445, C9 1.401
9 C 0.35105 6.37530 5.14129  O8 1.401, H21 1.105, H22 1.090, H23 1.086
10 H -3.12699 0.53330 3.11511  C1 1.089
11 H -1.72003 1.20305 2.43262  C1 1.087
12 H -2.86686 0.44787 1.26273  C1 1.104
13 H -3.80297 3.97140 1.30354  C3 1.108
14 H -3.55381 2.41851 0.30365  C3 1.084
15 H -1.74201 4.18009 0.21105  C4 1.106
16 H -1.24152 2.51120 0.78336  C4 1.110
17 H -0.07151 5.39866 1.41318  C6 1.086
18 H 0.59697 3.81437 1.42060  C6 1.103
19 H 1.66231 4.92874 3.28195  C7 1.103
20 H 0.33465 4.01759 4.07821  C7 1.109
21 H -0.08238 5.66978 5.87257  C9 1.105
22 H -0.05610 7.36500 5.34576  C9 1.090
23 H 1.41497 6.38390 5.35838  C9 1.086
24 C -5.90480 -1.90263 1.52182  O25 1.443, H33 1.121, H34 1.092, H35 1.095
25 O -6.71483 -0.84567 0.96617  C24 1.443, C26 1.414
26 C -6.35201 0.36389 1.60290  O25 1.414, C27 1.531, H36 1.107, H37 1.089
27 C -6.91323 1.45133 0.68281  C26 1.531, O28 1.388, H38 1.093, H39 1.083
28 O -6.18651 1.43612 -0.49960  C27 1.388, C29 1.395
29 C -6.49446 2.51809 -1.32427  O28 1.395, C30 1.500, H40 1.109, H41 1.111
30 C -5.73332 2.44645 -2.61494  C29 1.500, O31 1.449, H42 1.093, H43 1.105
31 O -4.33174 2.76665 -2.43463  C30 1.449, C32 1.376
32 C -4.12684 4.11836 -2.27627  O31 1.376, H44 1.111, H45 1.094, H46 1.074
33 H -6.27709 -2.11929 2.55646  C24 1.121
34 H -4.84803 -1.63035 1.55468  C24 1.092
35 H -5.99097 -2.76578 0.85401  C24 1.095
36 H -5.26942 0.58838 1.54429  C26 1.107
37 H -6.74781 0.34315 2.61734  C26 1.089
38 H -6.81593 2.39834 1.22018  C27 1.093
39 H -7.96711 1.30057 0.48525  C27 1.083
40 H -6.28823 3.48503 -0.82190  C29 1.109
41 H -7.58154 2.59246 -1.54225  C29 1.111
42 H -6.20027 3.08147 -3.37267  C30 1.093
43 H -5.75711 1.41247 -3.00328  C30 1.105
44 H -4.49538 4.58726 -1.33934  C32 1.111
45 H -4.56372 4.59079 -3.16084  C32 1.094
46 H -3.06865 4.27204 -2.37478  C32 1.074
47 C 5.02598 4.13588 2.84746  O48 1.462, H56 1.095, H57 1.085, H58 1.082
48 O 3.82839 4.46486 2.07699  C47 1.462, C49 1.370
49 C 4.25986 4.66766 0.79232  O48 1.370, C50 1.492, H59 1.100, H60 1.116
50 C 3.14819 4.98153 -0.15260  C49 1.492, O51 1.445, H61 1.100, H62 1.110
51 O 2.43905 6.18015 0.23171  C50 1.445, C52 1.395
52 C 3.12671 7.37380 0.01034  O51 1.395, C53 1.529, H63 1.096, H64 1.116
53 C 2.13495 8.53638 -0.02593  C52 1.529, O54 1.424, H65 1.116, H66 1.075
54 O 2.03618 9.24475 1.20538  C53 1.424, C55 1.437
55 C 1.56017 8.35377 2.22787  O54 1.437, H67 1.064, H68 1.088, H69 1.105
56 H 5.43385 3.18361 2.49346  C47 1.095
57 H 4.79101 4.01849 3.90013  C47 1.085
58 H 5.71146 4.96527 2.73361  C47 1.082
59 H 4.74518 3.77832 0.36467  C49 1.100
60 H 5.08077 5.42413 0.79841  C49 1.116
61 H 2.41969 4.15762 -0.11653  C50 1.100
62 H 3.58774 5.13851 -1.15976  C50 1.110
63 H 3.65059 7.30044 -0.94988  C52 1.096
64 H 3.88577 7.58589 0.79992  C52 1.116
65 H 1.18722 8.03588 -0.33857  C53 1.116
66 H 2.47520 9.28628 -0.71693  C53 1.075
67 H 0.65096 7.92296 1.88043  C55 1.064
68 H 1.32982 9.02688 3.05146  C55 1.088
69 H 2.30157 7.54470 2.35482  C55 1.105
70 C 7.63518 -7.54126 5.76100  O71 1.385, H79 1.121, H80 1.092, H81 1.094
71 O 6.43510 -7.54628 5.07001  C70 1.385, C72 1.419
72 C 5.46229 -8.29585 5.78072  O71 1.419, C73 1.509, H82 1.106, H83 1.088
73 C 4.66015 -7.49673 6.77890  C72 1.509, O74 1.444, H84 1.089, H85 1.076
74 O 3.67980 -6.67115 6.11361  C73 1.444, C75 1.427
75 C 4.19401 -5.49967 5.48062  O74 1.427, C76 1.510, H86 1.100, H87 1.094
76 C 3.05598 -4.50669 5.50244  C75 1.510, O77 1.424, H88 1.097, H89 1.089
77 O 3.52070 -3.35582 4.80433  C76 1.424, C78 1.422
78 C 2.63462 -2.24782 4.90037  O77 1.422, H90 1.111, H91 1.093, H92 1.119
79 H 7.51870 -6.93963 6.69943  C70 1.121
80 H 8.37714 -7.03857 5.13644  C70 1.092
81 H 7.93302 -8.55275 6.05325  C70 1.094
82 H 5.99072 -9.06873 6.36925  C72 1.106
83 H 4.82593 -8.74912 5.02286  C72 1.088
84 H 5.34127 -6.85095 7.33161  C73 1.089
85 H 4.11512 -8.17011 7.41686  C73 1.076
86 H 4.54304 -5.70752 4.45857  C75 1.100
87 H 5.01610 -5.05712 6.05142  C75 1.094
88 H 2.71474 -4.36972 6.53588  C76 1.097
89 H 2.19897 -4.89945 4.95653  C76 1.089
90 H 1.57545 -2.55425 4.76621  C78 1.111
91 H 3.04056 -1.55935 4.15474  C78 1.093
92 H 2.71897 -1.78312 5.91519  C78 1.119
93 C 2.88692 -0.62666 -3.23818  O94 1.402, H102 1.120, H103 1.098, H104 1.094
94 O 3.79766 -0.56603 -4.30204  C93 1.402, C95 1.454
95 C 3.04537 -0.46000 -5.54199  O94 1.454, C96 1.529, H105 1.092, H106 1.117
96 C 4.06147 -0.59361 -6.67613  C95 1.529, O97 1.411, H107 1.096, H108 1.097
97 O 5.06118 0.38810 -6.84034  C96 1.411, C98 1.411
98 C 4.59363 1.69138 -7.11302  O97 1.411, C99 1.519, H109 1.108, H110 1.125
99 C 5.82725 2.56889 -7.24105  C98 1.519, O100 1.435, H111 1.098, H112 1.090
100 O 6.48466 2.75752 -5.97957  C99 1.435, C101 1.396
101 C 7.30851 1.71535 -5.55097  O100 1.396, H113 1.075, H114 1.073, H115 1.101
102 H 2.24344 -1.52876 -3.39834  C93 1.120
103 H 2.18544 0.21735 -3.27004  C93 1.098
104 H 3.48223 -0.72760 -2.32624  C93 1.094
105 H 2.44985 0.45247 -5.47081  C95 1.092
106 H 2.35780 -1.33484 -5.64356  C95 1.117
107 H 3.54515 -0.58766 -7.64258  C96 1.096
108 H 4.61965 -1.51465 -6.46564  C96 1.097
109 H 3.80404 2.05071 -6.42301  C98 1.108
110 H 4.12722 1.68343 -8.13676  C98 1.125
111 H 5.47476 3.58288 -7.47024  C99 1.098
112 H 6.51462 2.19285 -7.99855  C99 1.090
113 H 8.04284 2.19871 -4.93282  C101 1.075
114 H 7.72522 1.23266 -6.41412  C101 1.073
115 H 6.67844 0.96255 -5.05237  C101 1.101
116 C 3.41535 5.95589 -6.09263  O117 1.492, H125 1.073, H126 1.083, H127 1.082
117 O 3.07594 5.71960 -7.52629  C116 1.492, C118 1.413
118 C 1.69413 5.43656 -7.61567  O117 1.413, C119 1.519, H128 1.087, H129 1.093
119 C 1.34071 3.96097 -7.54654  C118 1.519, O120 1.381, H130 1.100, H131 1.090
120 O 1.68846 3.26820 -6.40364  C119 1.381, C121 1.424
121 C 0.87382 3.53951 -5.26790  O120 1.424, C122 1.542, H132 1.107, H133 1.097
122 C -0.56024 2.97436 -5.30748  C121 1.542, O123 1.423, H134 1.104, H135 1.110
123 O -0.46807 1.56234 -5.45695  C122 1.423, C124 1.408
124 C -1.72579 1.02228 -5.78557  O123 1.408, H136 1.106, H137 1.090, H138 1.075
125 H 2.74070 6.68942 -5.69367  C116 1.073
126 H 4.46260 6.22587 -6.14485  C116 1.083
127 H 3.22489 5.02425 -5.57669  C116 1.082
128 H 1.43047 5.75092 -8.62224  C118 1.087
129 H 1.20327 6.01950 -6.83263  C118 1.093
130 H 1.87960 3.51676 -8.39635  C119 1.100
131 H 0.26433 3.95844 -7.71540  C119 1.090
132 H 0.83297 4.63339 -5.10568  C121 1.107
133 H 1.43663 3.11305 -4.42866  C121 1.097
134 H -1.18403 3.40575 -6.10956  C122 1.104
135 H -1.04920 3.24429 -4.34815  C122 1.110
136 H -1.97945 1.38438 -6.79939  C124 1.106
137 H -2.45186 1.46843 -5.10596  C124 1.090
138 H -1.67504 -0.04158 -5.64090  C124 1.075
139 C -4.91561 -8.40422 4.11677  O140 1.453, H148 1.091, H149 1.111, H150 1.102
140 O -4.99869 -7.14769 3.39154  C139 1.453, C141 1.414
141 C -3.73235 -6.55416 3.18277  O140 1.414, C142 1.490, H151 1.104, H152 1.094
142 C -3.83675 -5.51834 2.11619  C141 1.490, O143 1.390, H153 1.094, H154 1.102
143 O -2.55496 -5.13104 1.74249  C142 1.390, C144 1.426
144 C -2.54994 -3.91708 0.99357  O143 1.426, C145 1.488, H155 1.111, H156 1.089
145 C -1.14874 -3.62140 0.58855  C144 1.488, O146 1.431, H157 1.099, H158 1.078
146 O -0.33131 -3.14713 1.66321  C145 1.431, C147 1.415
147 C 1.03319 -3.40712 1.39345  O146 1.415, H159 1.096, H160 1.114, H161 1.093
148 H -5.91145 -8.81978 4.27577  C139 1.091
149 H -4.44330 -8.17332 5.09507  C139 1.111
150 H -4.23947 -9.06814 3.55414  C139 1.102
151 H -3.00943 -7.30170 2.81145  C141 1.104
152 H -3.25364 -6.20135 4.10071  C141 1.094
153 H -4.34519 -4.63478 2.51396  C142 1.094
154 H -4.42338 -5.92132 1.27492  C142 1.102
155 H -2.93673 -3.06387 1.59076  C144 1.111
156 H -3.20500 -4.04904 0.13397  C144 1.089
157 H -1.14490 -2.86536 -0.20915  C145 1.099
158 H -0.70093 -4.53711 0.23752  C145 1.078
159 H 1.36877 -3.00567 0.42990  C147 1.096
160 H 1.25626 -4.49759 1.35690  C147 1.114
161 H 1.54357 -2.95853 2.24966  C147 1.093
162 C 0.82848 0.17321 11.83230  O163 1.403, H171 1.099, H172 1.102, H173 1.104
163 O 1.17418 1.40902 11.26530  C162 1.403, C164 1.422
164 C 0.14903 1.82706 10.37349  O163 1.422, C165 1.530, H174 1.123, H175 1.091
165 C 0.66853 3.00776 9.55057  C164 1.530, O166 1.411, H176 1.098, H177 1.093
166 O 1.40381 2.44631 8.48546  C165 1.411, C167 1.413
167 C 1.67578 3.45698 7.53598  O166 1.413, C168 1.523, H178 1.105, H179 1.119
168 C 2.46259 2.88879 6.36255  C167 1.523, O169 1.441, H180 1.094, H181 1.112
169 O 1.47735 2.24814 5.52832  C168 1.441, C170 1.416
170 C 2.18885 1.55092 4.52180  O169 1.416, H182 1.112, H183 1.091, H184 1.119
171 H 0.54069 -0.53373 11.04161  C162 1.099
172 H -0.02114 0.31519 12.51926  C162 1.102
173 H 1.71347 -0.16329 12.39953  C162 1.104
174 H -0.80317 2.02922 10.93334  C164 1.123
175 H -0.05056 1.00232 9.68768  C164 1.091
176 H 1.36238 3.63249 10.12904  C165 1.098
177 H -0.19703 3.51106 9.11126  C165 1.093
178 H 2.21377 4.27996 8.03966  C167 1.105
179 H 0.71302 3.88187 7.15530  C167 1.119
180 H 3.18940 2.14709 6.70543  C168 1.094
181 H 3.01655 3.64030 5.75789  C168 1.112
182 H 1.57690 0.70352 4.14215  C170 1.112
183 H 3.10247 1.15210 4.96388  C170 1.091
184 H 2.49789 2.27522 3.72717  C170 1.119
185 C 4.45280 2.84333 -3.33024  O186 1.436, H194 1.079, H195 1.088, H196 1.079
186 O 5.09822 3.47811 -2.21502  C185 1.436, C187 1.400
187 C 6.47806 3.24050 -2.21208  O186 1.400, C188 1.499, H197 1.101, H198 1.101
188 C 6.94349 1.95267 -1.60194  C187 1.499, O189 1.410, H199 1.100, H200 1.090
189 O 6.69622 1.89073 -0.21514  C188 1.410, C190 1.411
190 C 7.41811 0.95896 0.56037  O189 1.411, C191 1.524, H201 1.094, H202 1.103
191 C 6.89704 -0.46368 0.39954  C190 1.524, O192 1.399, H203 1.125, H204 1.086
192 O 7.42217 -0.99393 -0.78400  C191 1.399, C193 1.393
193 C 6.98439 -2.28312 -1.07834  O192 1.393, H205 1.108, H206 1.078, H207 1.088
194 H 4.45306 1.76779 -3.24365  C185 1.079
195 H 4.81911 3.20574 -4.28851  C185 1.088
196 H 3.43134 3.17516 -3.22697  C185 1.079
197 H 6.91668 4.06328 -1.62562  C187 1.101
198 H 6.81725 3.22579 -3.25910  C187 1.101
199 H 8.00652 1.84896 -1.86569  C188 1.100
200 H 6.35489 1.19832 -2.12505  C188 1.090
201 H 7.36047 1.26564 1.60905  C190 1.094
202 H 8.51061 1.01685 0.41802  C190 1.103
203 H 5.77471 -0.41517 0.34059  C191 1.125
204 H 7.21340 -1.00376 1.28734  C191 1.086
205 H 7.24246 -3.00411 -0.27737  C193 1.108
206 H 7.48384 -2.50908 -2.00646  C193 1.078
207 H 5.90001 -2.34633 -1.14098  C193 1.088
208 C -4.52445 -8.36195 0.02685  O209 1.371, H217 1.097, H218 1.106, H219 1.079
209 O -4.99953 -7.25544 -0.62772  C208 1.371, C210 1.361
210 C -4.00086 -6.61979 -1.29911  O209 1.361, C211 1.543, H220 1.108, H221 1.101
211 C -4.54237 -5.41850 -2.10137  C210 1.543, O212 1.418, H222 1.103, H223 1.101
212 O -3.49627 -4.90529 -2.90983  C211 1.418, C213 1.428
213 C -4.08121 -3.84820 -3.67114  O212 1.428, C214 1.502, H224 1.094, H225 1.106
214 C -3.06866 -3.26520 -4.61536  C213 1.502, O215 1.410, H226 1.119, H227 1.111
215 O -2.11082 -2.38083 -4.07842  C214 1.410, C216 1.401
216 C -1.28191 -3.03957 -3.16034  O215 1.401, H228 1.098, H229 1.099, H230 1.105
217 H -3.65779 -8.09359 0.64347  C208 1.097
218 H -4.24262 -9.14101 -0.70590  C208 1.106
219 H -5.31350 -8.62076 0.71619  C208 1.079
220 H -3.47315 -7.28782 -2.00788  C210 1.108
221 H -3.24562 -6.24180 -0.59336  C210 1.101
222 H -4.91791 -4.65638 -1.39871  C211 1.103
223 H -5.36793 -5.77893 -2.73409  C211 1.101
224 H -4.58994 -3.09948 -3.05734  C213 1.094
225 H -4.88278 -4.24927 -4.31833  C213 1.106
226 H -3.58946 -2.60063 -5.34933  C214 1.119
227 H -2.73977 -4.18519 -5.14478  C214 1.111
228 H -0.34342 -2.51025 -2.94914  C216 1.098
229 H -0.90440 -3.99795 -3.54436  C216 1.099
230 H -1.84176 -3.19371 -2.22063  C216 1.105
231 C -9.08312 -5.57069 -3.14246  O232 1.406, H240 1.101, H241 1.091, H242 1.092
232 O -8.26744 -5.43805 -2.00537  C231 1.406, C233 1.432
233 C -8.64950 -4.34059 -1.16875  O232 1.432, C234 1.519, H243 1.089, H244 1.101
234 C -7.76346 -3.11054 -1.25879  C233 1.519, O235 1.437, H245 1.111, H246 1.091
235 O -8.05585 -2.49700 -2.52478  C234 1.437, C236 1.404
236 C -7.19608 -1.41625 -2.77658  O235 1.404, C237 1.505, H247 1.119, H248 1.105
237 C -7.28337 -0.95538 -4.20665  C236 1.505, O238 1.453, H249 1.090, H250 1.094
238 O -6.59997 -1.81256 -5.16050  C237 1.453, C239 1.379
239 C -7.46480 -2.78466 -5.61876  O238 1.379, H251 1.088, H252 1.092, H253 1.104
240 H -9.21391 -4.62989 -3.69849  C231 1.101
241 H -10.06919 -5.91135 -2.82277  C231 1.091
242 H -8.64948 -6.29613 -3.83370  C231 1.092
243 H -8.52275 -4.71433 -0.15331  C233 1.089
244 H -9.71235 -4.10551 -1.33141  C233 1.101
245 H -6.68462 -3.35444 -1.15306  C234 1.111
246 H -7.98939 -2.41239 -0.45123  C234 1.091
247 H -6.13594 -1.69902 -2.55637  C236 1.119
248 H -7.52952 -0.56533 -2.15569  C236 1.105
249 H -6.78039 0.01119 -4.23139  C237 1.090
250 H -8.33155 -0.87364 -4.50873  C237 1.094
251 H -8.42713 -2.39946 -5.94814  C239 1.088
252 H -7.60769 -3.61475 -4.92388  C239 1.092
253 H -7.10890 -3.18895 -6.58230  C239 1.104
254 C -3.73603 -0.72648 -1.26997  O255 1.433, H263 1.084, H264 1.096, H265 1.109
255 O -2.30779 -0.69739 -1.15298  C254 1.433, C256 1.413
256 C -1.82498 0.34775 -1.97298  O255 1.413, C257 1.504, H266 1.121, H267 1.103
257 C -0.32146 0.30369 -1.98909  C256 1.504, O258 1.436, H268 1.116, H269 1.101
258 O 0.25509 0.82682 -0.78285  C257 1.436, C259 1.408
259 C 0.51578 -0.20252 0.14125  O258 1.408, C260 1.470, H270 1.086, H271 1.077
260 C 1.23834 0.23298 1.34496  C259 1.470, O261 1.417, H272 1.099, H273 1.114
261 O 2.63249 0.27864 1.09546  C260 1.417, C262 1.469
262 C 3.12577 1.56695 0.59031  O261 1.469, H274 1.108, H275 1.086, H276 1.085
263 H -4.16755 0.15334 -0.80611  C254 1.084
264 H -4.16212 -1.62187 -0.80384  C254 1.096
265 H -4.00881 -0.64872 -2.34230  C254 1.109
266 H -2.24831 1.33960 -1.66697  C256 1.121
267 H -2.15044 0.09645 -2.99671  C256 1.103
268 H -0.00813 0.99579 -2.80718  C257 1.116
269 H 0.02683 -0.73081 -2.13128  C257 1.101
270 H 1.07115 -1.04053 -0.26964  C259 1.086
271 H -0.45345 -0.61051 0.37593  C259 1.077
272 H 1.10685 -0.57940 2.07337  C260 1.099
273 H 0.77494 1.16267 1.74803  C260 1.114
274 H 4.22563 1.49792 0.47810  C262 1.108
275 H 2.84139 2.33251 1.30683  C262 1.086
276 H 2.71927 1.84835 -0.37596  C262 1.085

Its SMILES is COCCOCCOC.COCCOCCOC.COCCOCCOC.COCCOCCOC.COCCOCCOC.COCCOCCOC.COCCOCCOC.COCCOCCOC.COCCOCCOC.COCCOCCOC.COCCOCCOC.COCCOCCOC. For the HOMO energy, the calculation gives -9.20 eV.